# 1
Density functional theory data (wB97M-V/def2-TZVPD) for a molecular structure, C36H39ClCsN7O3S2Te.

```
! RIJCOSX wB97M-V def2-TZVPD def2/J DEFGRID3
* xyz -2 1
C -0.32782 -2.95104 3.71118
H -1.93116 7.11456 4.10095
H 6.01811 0.12633 -5.36674
C 2.41946 -2.57398 -4.38167
C 3.73804 1.06259 2.71314
H -0.60291 -1.27982 2.37408
H 4.51094 1.29353 -0.95542
N 3.38997 -1.53405 -4.05579
C -5.13127 1.75634 1.21283
H -0.30323 -6.25985 2.84681
H 5.75812 1.21868 -3.07578
C -0.59553 5.65497 4.94141
C -5.07964 1.16563 2.47015
H 3.61039 -0.30107 -5.76024
O 2.09833 -0.96757 -2.26536
C -3.98115 -1.18638 -0.56060
H 6.00585 -1.02711 -4.01173
H -3.46630 2.11385 -2.42320
C -0.01247 3.82373 3.48488
C 4.92538 0.80324 -3.64907
C -1.39323 6.18723 3.93238
H 1.53062 -2.15876 -4.86457
H 0.55305 2.91047 3.31582
H 3.32130 2.17726 -1.95479
H -0.51330 6.16044 5.89682
H 4.48589 -1.84336 -5.78461
N 3.95150 0.29121 -2.69118
C -0.82516 4.32902 2.46687
C -1.50062 5.52813 2.71097
H -2.81277 3.71519 -2.04502
N -0.99962 -2.85271 0.05768
N 2.52328 -0.74271 1.66341
H -3.82004 0.68072 4.14053
C -0.58224 -2.35667 2.49253
C -1.02835 -3.98365 -0.57339
C -3.99706 2.35147 0.66792
C -4.84723 -2.72226 -2.64191
C 3.06668 -0.72199 -2.98788
C -2.74638 1.75779 2.62613
H -5.15846 -3.31570 -3.49189
H -1.17098 -4.09544 -1.64095
N -3.23296 -1.26232 -1.65639
C 0.10040 4.47259 4.71168
H 2.12379 -3.08842 -3.46843
H -0.01995 -4.77467 4.80964
C -0.65406 -4.57256 1.52855
C 4.19083 -1.00332 -5.15550
C -0.75981 -3.18747 1.38865
Cs 0.03183 0.29673 -1.65848
C -5.62429 -2.66109 -1.50142
C -0.24310 -4.34691 3.84061
C 2.68821 0.54806 1.97589
O 0.62961 0.00391 -5.09969
H 1.91813 1.22283 1.60084
C -3.88096 1.16218 3.17115
O -1.64306 2.09627 -1.41769
H -6.05703 1.74844 0.64831
H 0.72917 4.05439 5.49010
H -5.96233 0.69892 2.89257
Cl -6.12629 -1.80136 1.00422
H -1.81578 1.73593 3.18176
H -2.12675 5.94792 1.92927
S 3.24307 -3.34660 1.76103
C 4.69244 0.14366 3.15929
H -4.04278 2.79395 -0.32029
N -0.84202 -5.06823 0.24898
Te -1.08641 3.30787 0.52461
S 1.25885 1.22928 -4.52486
H -6.55751 -3.20435 -1.41892
C 4.54573 -1.19072 2.86064
H -0.73685 -6.01969 -0.04161
H -3.01316 -2.03225 -3.54409
H 2.90631 -3.28487 -5.05368
C -2.79306 2.37243 1.37500
H 5.54205 0.48201 3.74481
C -3.65859 -2.00662 -2.67059
H -3.61542 -0.56559 0.25366
H -0.15581 -2.32964 4.58270
C -0.40221 -5.18471 2.75227
H 2.83662 0.74882 -1.00075
H 5.26467 -1.92378 3.19897
C 3.43231 -1.66015 2.09728
C 5.40558 -0.30357 -4.56997
C 3.63057 1.19016 -1.59269
H -2.09043 2.75134 -3.33874
H 4.46910 1.59850 -4.23911
N 2.31001 1.94503 -5.25217
C -2.52089 2.68222 -2.32320
C -5.17999 -1.88481 -0.45291
H 3.81227 2.12203 2.92401
*
```

Its lowest unoccupied orbital energy is 0.12700 Eh. The energy relative to the best compared isomer or geometry (same formula, charge and spin) comes out at 162.5 kJ/mol. The orbital gap is 0.1788 Ha.

=====

# 2
Density functional theory data (wB97M-V/def2-TZVPD) for a single C5H13NO molecule.

```
! RIJCOSX wB97M-V def2-TZVPD def2/J DEFGRID3
* xyz 0 1
C -0.95302 -0.16499 0.42633
C 0.50746 1.83300 0.53018
H 0.10549 1.89139 1.42360
N 0.26658 0.44035 -0.04997
H -0.02137 2.46064 -0.14533
C -2.00615 0.00686 -0.69408
H -3.00664 -0.40097 -0.55640
H 0.20865 -1.78324 0.41806
H -0.72045 -1.81238 1.77835
H -1.36551 0.37909 1.33983
C 2.32724 -0.32044 -0.64973
H 1.68386 0.20497 -1.41602
H -1.76258 -0.53691 -1.67096
C -0.75087 -1.63342 0.75473
H 3.22771 0.23992 -0.58668
O 1.40934 -0.19212 0.43415
H -2.00843 1.10465 -1.03122
H 1.59322 1.92115 0.33538
H -1.39973 -2.25194 0.28611
H 2.66520 -1.38562 -0.92633
*
```

Its lowest unoccupied orbital energy is 0.04148 Eh. The energy relative to the best compared isomer or geometry (same formula, charge and spin) comes out at 437.4 kJ/mol. The orbital gap is 0.3689 Ha.

=====

# 3
Density functional theory data (wB97M-V/def2-TZVPD) for a molecular structure, C30H66InN2O14P2.

```
! RIJCOSX wB97M-V def2-TZVPD def2/J DEFGRID3
* xyz -1 1
O -3.58336 7.75187 3.68705
H 2.75886 0.94548 6.18104
H -0.55233 3.01390 0.70070
H -3.86562 4.92973 0.26595
H 1.49442 2.98911 -1.69282
C 5.60395 -1.66419 -3.44271
H 6.48481 -1.36870 -4.02185
H 2.33817 -9.59153 -2.17503
O -4.72868 -1.96401 -0.99564
H -0.52213 -0.11287 -0.85751
H 4.68333 -3.21192 -1.44396
C -5.44570 -1.91523 -0.03937
H 4.76876 -10.19219 -2.23374
O -2.59480 3.69258 2.29097
H -8.65769 -2.20276 0.34230
H 2.61460 -8.39460 -5.31111
H -2.54314 4.00665 -0.45605
C 3.09881 -0.07675 6.01396
H 2.01987 3.86690 -5.62411
H 6.40999 -3.64252 -3.28821
H 1.12262 -1.82219 3.11516
C 1.97601 -7.35339 -3.57855
H 1.13836 0.02311 -6.25524
H -8.23859 0.20335 0.77383
H -0.30179 2.90991 -4.02829
H -0.37930 1.41089 1.39014
H 0.43116 1.81952 -0.88926
P 0.28021 -1.48179 -2.72154
C 1.35901 -1.19783 3.97503
H -0.32000 -1.27923 -5.13428
H 0.86755 -8.36870 -5.06331
C -4.90173 -1.89243 1.37070
N 3.80013 -0.01549 -2.86427
C -7.93343 -0.54503 1.50501
O 2.64368 -0.64907 3.65888
C 2.39583 0.75290 0.46053
C 1.82545 -8.49152 -4.56507
H -1.44745 9.03877 4.69440
H -0.80831 9.41255 3.08639
H 0.54030 0.53454 4.98537
H -3.63974 9.65845 5.68514
H 4.62968 -0.30887 -4.80414
H -4.00808 -2.51064 1.39001
H -2.39387 5.67834 2.10250
C 4.45001 -3.67436 -2.40656
C 0.31199 -0.12234 4.14319
H 0.25526 0.48105 3.24210
H -1.03712 4.78376 1.43689
H 1.42635 -1.85156 4.84796
C 5.43237 -3.18450 -3.47264
C -0.96565 -0.90335 -1.46566
H 5.07168 -3.48372 -4.46293
H 4.40305 0.78658 -2.71519
H 5.18682 -8.47925 -2.41410
H 3.71112 -0.67101 1.31400
C -2.12472 4.80288 1.51312
H -2.44573 5.77248 -0.37242
H 4.07358 0.99524 1.76212
C 4.35675 -0.87458 -3.89849
O -2.78286 8.46629 1.77908
H -4.09515 8.50282 6.94249
P 1.24147 1.88040 -5.14390
In 1.79573 0.52877 -3.01022
H -2.12437 10.37805 3.75777
O -0.23144 2.60294 -4.93901
H 2.30676 -0.75917 6.30863
H 4.34912 -9.32404 -3.71591
O 1.36530 0.18267 0.75365
H -2.44378 7.42569 5.39941
H -0.66829 -0.56753 4.31202
O 1.54961 -6.25937 -3.80292
C -1.10480 2.14845 1.05407
H -8.70807 -0.62322 2.26929
O 2.67124 -7.55210 -2.43038
C 3.11112 -8.84020 -2.00309
H 1.87634 -9.48575 -4.13057
H 5.80012 -1.36770 -2.40595
C -2.78261 4.87879 0.15302
C 3.76008 0.34672 0.94325
N 2.34627 2.90823 -5.56820
C -2.70832 8.49729 2.97617
O 0.80117 0.91361 -6.39585
H -5.59356 -2.23934 2.13259
H 3.41593 -3.42523 -2.64882
O 4.59976 0.15866 4.17696
H 3.58199 -1.59259 -4.19830
O -6.78716 -1.81455 -0.24284
C -3.48322 7.57500 5.10453
H -5.17970 8.80454 5.57506
H 4.48667 0.42104 0.13638
C 4.43182 -9.23416 -2.63255
H -1.74650 -1.21674 -4.10959
H -2.36941 -1.68852 -0.02603
H -1.70418 -2.92466 -1.09693
H 3.97574 -0.25355 6.63156
H -4.60721 -0.86830 1.60378
H -1.82491 -0.47048 -1.99034
C -0.77647 -1.70269 -4.23973
H -0.70575 -2.24435 0.21158
C -4.13565 8.70557 5.87167
H 4.51507 -4.75865 -2.28510
H -0.96176 -2.76388 -4.41245
C -1.70796 9.37229 3.69447
H -1.65658 1.72188 0.21498
H -4.00394 6.63751 5.29165
O 2.43867 1.83969 -0.31316
C -1.46395 -2.01707 -0.54074
C 1.40833 1.95683 -1.34632
H 3.22393 -8.74036 -0.92424
C -2.07416 2.44711 2.16611
H -7.01709 -0.19628 1.98093
C -7.73384 -1.88341 0.82376
H -7.45884 -2.66360 1.53535
O -2.45356 1.61012 2.94498
C 3.51723 -0.19596 4.56765
*
```

Its lowest unoccupied orbital energy is 0.06727 Eh. The orbital gap is 0.2026 Ha.

=====

# 4
Density functional theory data (wB97M-V/def2-TZVPD) for 2 unconnected molecules or ions with the total composition C2H5NSi.

```
! RIJCOSX wB97M-V def2-TZVPD def2/J DEFGRID3
* xyz 0 3
H -0.36878 -1.08383 -1.70648
H 3.50719 0.73647 1.54452
H -2.54243 -0.44330 -1.03267
N -0.53114 -0.15169 -1.35118
H -1.88070 1.44190 0.58129
C 2.95024 0.30198 0.73307
H -1.72833 -0.99523 1.19206
Si -1.42808 0.05019 0.04635
C 2.02202 0.14352 -0.00697
*
```

Its lowest unoccupied orbital energy (spin up / spin down) is 0.02431 / -0.12402 Eh. The energy relative to the best compared isomer or geometry (same formula, charge and spin) comes out at 349.8 kJ/mol. The orbital gap (spin up / spin down) is 0.3673 / 0.2503 Ha.

=====

# 5
Density functional theory data (wB97M-V/def2-TZVPD) for a molecular structure, C31H50BrN5NiP2.

```
! RIJCOSX wB97M-V def2-TZVPD def2/J DEFGRID3
* xyz 2 3
H -0.20179 -5.76987 -1.11038
H -1.60305 -1.33445 -2.65260
H -0.63359 8.58109 -4.72554
H -0.40708 -0.39378 5.49858
H -5.24040 -4.39554 0.41707
H -0.37964 7.22489 -2.62469
H -1.70309 1.49897 2.67937
H 0.75064 1.60909 -1.40348
C -4.79621 -4.19904 -0.56534
C -0.75792 7.48608 -4.72117
H 6.26718 -1.05753 1.01069
C 2.73665 -1.80123 -1.01291
C -1.10114 4.75430 -4.89610
H -0.32099 1.03803 6.60747
C -2.92584 -2.17337 -4.20186
C -1.01151 0.94548 3.33734
C -1.66656 -0.37703 0.08388
H 1.75215 -2.16231 -1.34685
H 1.30497 2.75423 6.19332
C 0.68989 2.60374 2.89991
H 3.10171 -1.21984 -3.05617
H 1.07659 -2.45836 1.90009
H 3.38359 -2.68219 -0.90228
N 0.36928 1.14733 2.84287
H 2.57742 -2.13667 2.77289
H -3.59068 -2.45904 -0.04102
C -2.77467 0.44759 -0.22414
C 3.28853 -0.82489 -2.05036
H 0.42011 -0.68383 -0.44913
H 4.41431 0.36243 0.42215
H -3.51393 2.26081 -1.13254
C -1.20260 3.23968 -2.21238
C -0.06395 -4.97010 -1.85431
C -2.55538 -1.87660 -2.73252
H -1.55580 3.38973 4.08455
H 1.01152 -4.87741 -2.06761
H 1.73328 2.74139 2.59075
C -0.20903 0.68779 5.57372
H -1.43176 5.12648 -6.99850
Ni 0.24190 3.75504 -1.28342
C 4.20393 -0.50526 1.06848
H 2.79823 0.15503 -1.98614
C -0.80621 5.33582 -3.65275
H -1.23268 3.68758 -4.97964
H 3.76489 -3.80449 1.16231
N 0.53422 3.14975 4.28004
H -3.75355 0.14455 0.14009
C -1.38546 2.03576 -1.47430
C -2.63278 1.61325 -0.97066
H -4.68424 -5.15484 -1.08865
H -3.29350 -1.26131 -4.68573
C -0.63143 -3.63799 -1.32461
C -0.25552 1.22673 -1.16123
H 2.14810 -4.19861 0.51697
C 1.31584 0.45346 3.74191
H -0.60776 -3.60205 -0.22078
C -0.42956 0.00292 -0.51843
C 5.29661 -1.55955 0.91769
H 4.37184 -0.68245 -1.95300
H -0.94420 3.22145 5.78221
C -0.71642 4.40243 -2.59657
H 2.52617 -4.50259 2.21167
C -0.84969 2.86604 4.74802
H 5.28125 -2.05945 -0.05965
C -1.21041 5.57743 -6.00883
C 1.45326 2.39557 5.16359
C -0.61768 6.72509 -3.55387
C -3.44820 -3.49724 -0.37088
H 2.48744 2.56901 4.83572
H 0.00991 3.15407 2.22920
H 5.24755 -2.31724 1.70903
C 2.17367 -2.43049 1.79140
H -2.04189 -2.53022 -4.74611
P 2.49271 -1.02808 0.63864
H 1.11253 -0.62868 3.72347
N 1.19276 0.92710 5.13343
H -5.49092 -3.56582 -1.12636
P -2.37414 -3.44497 -1.85729
H -2.87370 -4.00008 0.42220
N -1.04045 6.87931 -5.87799
H -0.57511 -5.27664 -2.78217
H 2.33509 0.65197 3.37637
H -1.25205 -0.12137 3.29679
H -3.70434 -2.94775 -4.26555
H -0.07446 -2.77358 -1.71436
C 2.69138 -3.80329 1.38306
H 4.16919 -0.13449 2.10665
H -3.32932 -1.29487 -2.21428
N -1.18246 1.41764 4.72194
Br -1.64151 -1.62962 1.43960
*
```

Its lowest unoccupied orbital energy (spin up / spin down) is -0.25246 / -0.31614 Eh. The energy relative to the best compared isomer or geometry (same formula, charge and spin) comes out at 335.5 kJ/mol. The orbital gap (spin up / spin down) is 0.2056 / 0.1419 Ha.

=====

# 6
Density functional theory data (wB97M-V/def2-TZVPD) for a molecular structure, C17H24N3O5PSn.

```
! RIJCOSX wB97M-V def2-TZVPD def2/J DEFGRID3
* xyz 4 1
H -2.21513 -0.08557 -3.01031
O 0.08754 1.33113 2.59915
N 0.59506 2.49421 -0.61897
O 0.78772 -3.10059 1.43706
H -0.00172 5.55363 -0.36176
H -0.13553 1.11604 4.64774
C -1.13415 -0.14488 -3.09608
O -2.16924 1.15912 1.46496
P -0.75357 0.34802 1.60672
C 0.90063 -1.46260 -3.36245
C -2.27739 2.59690 1.52262
C -0.49788 -1.39458 -3.23976
H 2.76071 -0.32234 -3.44081
H 1.38844 -2.43972 -3.45300
H -2.50954 0.17742 3.85786
C -4.27031 -2.93929 -0.34770
H 5.65210 -2.85598 -1.78446
H -3.13796 2.83960 2.15584
H -4.56130 -3.37410 -1.31153
C 0.65136 1.01430 3.88995
H 1.42871 1.76539 4.06667
C 1.03307 0.97371 -3.22388
C 4.94372 -3.27175 -1.06030
O 2.85380 0.67548 1.59869
H -2.47762 2.97853 0.51374
C 0.76558 3.62948 -0.48087
C 0.97036 5.04866 -0.33859
C 0.53048 -2.19673 0.79407
H 1.62306 1.89222 -3.22173
H -4.15847 -3.73269 0.39870
H 1.46773 5.23978 0.61870
O -1.14704 -0.87682 2.59861
H 1.08755 0.00803 3.92493
N -2.00923 -1.69372 -0.62691
C -2.14386 -0.83892 3.65127
C 2.03679 0.39058 0.84994
H 5.39269 -3.26109 -0.06310
H -1.09685 -2.30806 -3.25672
H -5.03170 -2.22466 -0.01946
H -1.66266 -1.23417 4.54875
C 1.66986 -0.27745 -3.35576
H -0.86763 1.99963 -2.99508
H -2.96664 -1.50060 3.35910
C 3.74843 -2.47854 -1.04562
N 2.79171 -1.82846 -1.01898
H -1.37635 3.08032 1.93146
Sn 0.52322 -0.37358 -1.22850
H 1.59781 5.41247 -1.16075
C -3.01477 -2.24813 -0.48383
H 4.69636 -4.30000 -1.34110
C -0.36797 1.04033 -3.08852
*
```

Its lowest unoccupied orbital energy (spin up / spin down) is -0.61099 / -0.63610 Eh. The energy relative to the best compared isomer or geometry (same formula, charge and spin) comes out at 52.1 kJ/mol. The orbital gap (spin up / spin down) is 0.2352 / 0.2085 Ha.

=====

Number 1: E -3548.9797 Ha. Number 2: E -328.1522 Ha. Number 3: E -3218.4815 Ha. Number 4: E -423.1268 Ha. Number 5: E -6249.2245 Ha. Number 6: E -1756.5770 Ha.